Entry 1:
13
Properties=species:S:1:pos:R:3:lowdin_charge:R:1 method="wB97M-V/def2-TZVPD" charge=0 e_lumo_ev=-0.6 total_energy_ha=-286.457510 e_above_lowest_kcal_mol=109.3
O 2.301 1.279 -0.113 0.025
C 1.897 0.224 -0.558 -0.344
N 0.574 -0.083 -0.758 -0.016
C -0.497 0.753 -0.194 -0.182
C -1.471 -0.255 0.448 -0.291
C -0.587 -1.446 0.719 0.126
H 2.585 -0.587 -0.851 0.135
H -0.048 1.413 0.555 0.118
H -0.964 1.379 -0.967 0.120
H -1.918 0.138 1.364 0.107
H -2.274 -0.549 -0.235 0.091
H 0.294 -1.040 -0.965 0.091
H 0.108 -1.226 1.555 0.020

---

Entry 2:
14
Properties=species:S:1:pos:R:3:lowdin_charge:R:1 method="wB97M-V/def2-TZVPD" charge=0 e_lumo_ev=0.8 total_energy_ha=-324.661469 smiles=CC[C@@]1(C#N)CO1 e_above_lowest_kcal_mol=39.5
C -1.776 0.237 0.202 -0.091
C -0.606 -0.746 0.184 -0.168
C 0.710 -0.151 -0.270 -0.466
C 0.637 0.692 -1.456 -0.132
N 0.545 1.378 -2.382 0.179
C 1.848 0.108 0.620 -0.063
O 1.832 -1.017 -0.248 0.012
H -1.593 1.086 0.868 0.082
H -2.681 -0.274 0.547 0.076
H -1.966 0.637 -0.799 0.073
H -0.427 -1.161 1.179 0.120
H -0.838 -1.583 -0.487 0.129
H 2.559 0.891 0.353 0.126
H 1.735 -0.111 1.680 0.123

---

Entry 3:
37
Properties=species:S:1:pos:R:3:lowdin_charge:R:1 method="wB97M-V/def2-TZVPD" charge=0 e_lumo_ev=-0.6 total_energy_ha=-1046.210096 e_above_lowest_kcal_mol=32.3
Ne -0.047 0.004 -0.068 0.069
O 0.784 -2.840 -0.698 -0.058
H 1.381 -2.092 -0.715 -0.027
H 0.332 -2.805 -1.541 0.000
O -0.893 -2.130 -3.075 -0.043
H -1.085 -1.192 -3.094 -0.013
H -0.672 -2.348 -3.981 0.047
O 1.670 1.722 2.499 -0.035
H 1.836 0.827 2.204 -0.011
H 2.396 1.919 3.090 0.053
O -2.767 0.755 1.235 -0.035
H -3.597 0.385 0.935 0.055
H -2.425 1.225 0.474 -0.018
O -1.559 2.461 -0.581 -0.028
H -2.304 3.057 -0.661 0.093
H -1.483 2.056 -1.445 0.033
O 1.730 -1.059 2.401 -0.030
H 2.658 -0.982 2.181 0.055
H 1.715 -1.140 3.354 0.068
O 2.553 2.168 -1.124 -0.065
H 2.094 1.419 -0.744 -0.022
H 2.015 2.924 -0.888 -0.001
O 2.764 -0.830 -0.899 -0.033
H 3.619 -1.259 -0.868 0.067
H 2.567 -0.755 -1.833 0.063
O -1.769 -3.293 0.646 -0.072
H -1.746 -2.584 1.288 -0.031
H -0.932 -3.228 0.186 -0.024
O 0.588 3.555 0.509 -0.065
H 0.959 2.861 1.055 -0.015
H -0.207 3.170 0.139 -0.032
O -1.856 0.214 -2.239 -0.026
H -2.747 -0.121 -2.145 0.083
H -1.959 1.042 -2.707 0.058
O -1.362 -1.284 2.626 -0.047
H -1.820 -0.689 2.033 -0.013
H -0.433 -1.133 2.447 0.002

---

Entry 4:
30
Properties=species:S:1:pos:R:3:lowdin_charge:R:1 method="wB97M-V/def2-TZVPD" charge=0 e_lumo_ev=-2.8 total_energy_ha=-7743.066220
Y -0.070 0.820 1.651 1.837
C 1.512 -2.150 1.542 -0.258
O 1.474 -0.855 2.058 -0.428
H 0.739 -2.414 0.804 0.052
H 2.459 -2.329 1.016 0.079
H 1.465 -2.882 2.357 0.073
As 3.488 2.110 0.243 0.738
F 1.696 1.731 0.557 -0.387
F 3.831 0.547 0.872 -0.227
F 5.151 2.455 0.042 -0.214
F 3.012 3.680 -0.236 -0.220
F 3.472 2.675 1.896 -0.264
F 3.295 1.456 -1.322 -0.210
As -1.782 -0.306 -0.660 0.787
F -1.626 1.436 -0.087 -0.333
F -0.022 -0.212 -0.513 -0.273
F -1.692 -1.958 -0.982 -0.160
F -3.465 -0.235 -0.613 -0.175
F -1.677 0.161 -2.273 -0.161
F -1.644 -0.621 1.143 -0.360
C 1.346 -2.204 -2.704 -1.075
Cl 2.799 -3.162 -2.778 0.546
Cl 0.877 -1.534 -4.285 0.507
H 0.492 -2.724 -2.282 0.015
H 1.469 -1.330 -2.073 -0.002
C -5.453 1.499 1.344 -0.994
Cl -5.444 2.974 0.388 0.547
Cl -3.908 1.235 2.184 0.510
H -6.259 1.460 2.064 0.036
H -5.534 0.675 0.645 0.012

---

Entry 5:
67
Properties=species:S:1:pos:R:3:lowdin_charge:R:1 method="wB97M-V/def2-TZVPD" charge=0 e_lumo_ev=-1.3 total_energy_ha=-1629.018164 smiles="CCCNC1=C(C)C(=O)c2c(O)c(N=C(C)C)c(C[C@@H](C)F)c(C[C@H]3CO3)c2C1=O.NC(N)=O"
C -5.140 -2.134 -4.347 -0.124
C -4.242 -3.402 -4.787 -0.216
C -3.296 -3.953 -3.576 -0.209
N -1.932 -3.319 -3.626 -0.026
C -1.927 -2.003 -2.944 -0.127
C -1.937 -0.825 -3.743 -0.079
C -1.941 -0.786 -5.337 -0.052
C -1.896 0.613 -3.005 -0.232
O -2.445 1.637 -3.477 0.054
C -1.042 0.626 -1.634 0.037
C -0.267 1.884 -1.181 -0.127
O -0.297 3.095 -1.914 0.001
C 0.560 1.776 0.139 -0.101
N 1.294 3.003 0.558 0.095
C 0.540 3.562 1.518 -0.304
C 1.206 4.117 2.891 -0.051
C -1.052 3.758 1.405 -0.044
C 0.652 0.482 1.013 -0.038
C 1.583 0.482 2.336 -0.087
C 3.147 0.333 1.908 -0.292
C 3.396 -0.840 0.839 -0.049
F 3.705 1.595 1.418 -0.106
C -0.179 -0.782 0.559 -0.066
C -0.146 -2.110 1.437 -0.086
C -0.945 -1.748 2.918 -0.195
C -2.554 -2.199 2.947 -0.009
O -1.384 -2.945 3.729 -0.172
C -1.010 -0.682 -0.754 0.015
C -1.905 -1.892 -1.329 -0.207
O -2.575 -2.678 -0.615 0.033
H -4.961 -1.264 -5.077 0.063
H -6.244 -2.414 -4.434 0.072
H -4.912 -1.766 -3.293 0.071
H -3.521 -3.171 -5.654 0.097
H -4.952 -4.266 -5.028 0.099
H -3.151 -5.090 -3.672 0.124
H -3.853 -3.660 -2.608 0.110
H -1.259 -3.924 -3.127 0.116
H -1.446 0.207 -5.655 0.091
H -1.271 -1.614 -5.751 0.087
H -2.970 -0.921 -5.814 0.067
H -0.147 2.948 -2.873 0.120
H 0.467 3.824 3.726 0.090
H 2.234 3.671 3.094 0.064
H 1.230 5.261 2.771 0.092
H -1.326 4.031 0.318 0.090
H -1.576 2.742 1.593 0.097
H -1.471 4.549 2.114 0.083
H 1.437 1.408 2.983 0.101
H 1.377 -0.433 3.001 0.105
H 3.786 0.063 2.832 0.136
H 3.663 -0.340 -0.163 0.101
H 4.251 -1.536 1.181 0.088
H 2.490 -1.516 0.665 0.059
H -0.765 -2.967 1.018 0.104
H 0.899 -2.452 1.742 0.101
H -0.645 -0.731 3.478 0.144
H -3.164 -1.560 3.662 0.100
H -2.955 -2.890 2.137 0.103
N 5.272 2.680 4.516 0.153
C 6.621 2.567 4.594 -0.705
N 7.202 1.966 3.526 0.150
O 7.262 2.974 5.550 0.021
H 4.727 2.351 3.738 0.067
H 4.804 3.121 5.291 0.105
H 8.203 1.862 3.545 0.107
H 6.692 1.625 2.730 0.090

---

Entry 6:
119
Properties=species:S:1:pos:R:3:lowdin_charge:R:1 method="wB97M-V/def2-TZVPD" charge=-1 e_lumo_ev=1.9 total_energy_ha=-2443.657410
C 0.588 1.354 -2.143 -0.096
C -0.259 0.713 -1.114 -0.521
C -0.910 -0.561 -1.717 -0.148
C -1.775 -1.307 -0.685 -0.185
C -1.060 -1.629 0.687 -0.154
C -0.230 -0.439 1.320 -0.464
N 0.456 0.315 0.166 -0.166
O 1.476 1.279 0.696 -0.398
C 0.756 -1.187 2.277 -0.076
C -1.247 0.425 2.125 -0.052
C -1.317 1.849 -0.830 -0.054
H 1.030 2.256 -1.720 0.075
H -0.034 1.722 -2.958 0.070
H 1.331 0.682 -2.573 0.078
H -0.198 -1.153 -2.294 0.103
H -1.618 -0.272 -2.494 0.100
H -2.117 -2.258 -1.093 0.088
H -2.701 -0.761 -0.503 0.084
H -0.389 -2.463 0.481 0.090
H -1.814 -2.097 1.320 0.097
H 0.191 -1.811 2.970 0.060
H 1.269 -0.500 2.951 0.059
H 1.495 -1.829 1.798 0.067
H -2.246 0.326 1.702 0.056
H -0.996 1.476 1.977 0.062
H -1.219 0.123 3.172 0.062
H -2.187 1.349 -0.406 0.051
H -1.610 2.330 -1.763 0.057
H -0.954 2.656 -0.194 0.071
C -4.406 8.053 -1.887 -0.197
O -5.713 7.621 -2.097 -0.106
H -3.882 8.381 -2.785 0.073
H -4.190 8.781 -1.105 0.076
H -3.887 7.147 -1.575 0.081
H -6.268 8.403 -2.146 0.072
C 6.461 2.688 -2.209 -0.199
O 6.102 3.434 -1.088 -0.100
H 5.997 1.715 -2.373 0.081
H 6.553 3.186 -3.175 0.068
H 7.516 2.471 -2.045 0.067
H 5.302 3.041 -0.732 0.080
C -3.826 5.890 4.895 -0.174
O -4.505 7.117 4.654 -0.119
H -3.027 5.557 4.232 0.071
H -3.177 6.048 5.756 0.075
H -4.544 5.072 4.960 0.078
H -5.107 6.950 3.925 0.068
C 1.799 8.147 0.305 -0.180
O 0.585 7.704 -0.246 -0.120
H 2.478 7.322 0.523 0.079
H 2.390 8.648 -0.462 0.067
H 1.639 8.808 1.157 0.075
H 0.547 6.748 -0.324 0.078
C 4.551 -3.004 -6.624 -0.140
O 4.492 -3.269 -8.041 -0.144
H 5.510 -2.648 -6.246 0.071
H 3.779 -2.309 -6.294 0.076
H 4.431 -4.000 -6.199 0.071
H 4.126 -4.109 -8.326 0.066
C 1.343 -2.057 8.444 -0.246
C 2.716 -1.488 8.778 -0.215
O 3.852 -2.383 8.948 -0.088
O 0.645 -2.559 9.578 -0.069
H 1.251 -2.828 7.679 0.117
H 0.838 -1.206 7.988 0.115
H 2.655 -0.739 9.567 0.122
H 3.129 -0.894 7.964 0.110
H 3.887 -2.990 8.205 0.074
H -0.290 -2.370 9.472 0.079
C -0.827 -7.640 -4.725 -0.248
C -0.348 -6.393 -3.993 -0.310
O 0.996 -6.291 -4.129 -0.052
O -2.230 -7.684 -4.635 -0.065
H -0.342 -8.399 -4.110 0.119
H -0.632 -7.769 -5.789 0.127
H -0.486 -6.503 -2.917 0.122
H -0.865 -5.481 -4.293 0.125
H 1.297 -5.475 -3.723 0.100
H -2.351 -7.963 -3.724 0.082
C -7.969 -2.896 1.401 -0.228
C -7.846 -3.156 2.898 -0.273
O -6.599 -3.576 3.337 -0.053
O -7.629 -1.558 0.967 -0.079
H -9.046 -2.983 1.255 0.103
H -7.511 -3.637 0.746 0.122
H -8.582 -3.932 3.108 0.117
H -8.116 -2.270 3.473 0.122
H -5.967 -2.997 2.904 0.091
H -7.635 -1.436 0.014 0.078
C -7.234 -0.543 -6.439 -0.235
C -6.249 -0.579 -5.201 -0.234
O -6.786 0.091 -4.110 -0.073
O -7.308 0.640 -7.228 -0.069
H -8.265 -0.713 -6.129 0.106
H -7.118 -1.452 -7.028 0.101
H -5.382 -0.014 -5.543 0.117
H -5.932 -1.536 -4.788 0.117
H -6.289 0.884 -3.895 0.091
H -8.214 0.769 -7.518 0.079
C 7.470 -3.012 -1.465 -0.211
C 5.989 -3.651 -1.578 -0.223
O 4.914 -2.745 -1.761 -0.068
O 7.773 -2.515 -0.168 -0.087
H 7.654 -2.292 -2.262 0.103
H 8.371 -3.607 -1.610 0.108
H 5.682 -4.216 -0.698 0.112
H 5.981 -4.298 -2.456 0.104
H 4.863 -2.357 -0.885 0.079
H 7.195 -1.842 0.201 0.079
C 6.192 2.724 4.536 -0.248
C 6.460 1.305 4.106 -0.244
O 6.331 1.135 2.689 -0.067
O 4.858 3.239 4.397 -0.069
H 6.875 3.294 3.905 0.111
H 6.345 2.998 5.579 0.119
H 5.792 0.669 4.687 0.118
H 7.525 1.081 4.175 0.122
H 5.399 1.165 2.461 0.077
H 4.336 2.749 3.757 0.076

---

Gap between HOMO and LUMO
In order: 8.37, 11.99, 9.06, 7.23, 7.42, 4.03
Unit: eV
HOMO energy
In order: -0.3289, -0.4104, -0.3552, -0.3673, -0.3189, -0.0800
Unit: Ha